Record 1
17
Properties=species:S:1:pos:R:3:forces:R:3 method="wB97M-V/def2-TZVPD" charge=+1 relative_energy_kcal_mol=0.0 e_lumo_ev="-3.8977 / -7.3001" spin_multiplicity=2 orbital_gap_ha="0.40841 / 0.28342"
O 0.35861 -2.29410 -0.93331 -0.6 0.4 -0.4
O -1.92591 -0.40110 -1.45371 0.5 0.3 -0.6
N -0.93838 0.79821 1.01200 0.4 1.1 0.1
C 0.92035 -0.37932 1.73846 0.4 -0.8 0.6
C 1.09177 1.37131 -0.11849 0.1 1.0 -0.2
C 0.38229 0.61583 0.93303 -1.0 -0.6 -0.3
H -1.30178 1.72062 0.80699 -0.2 -0.1 -0.6
H 1.90805 1.98041 0.21752 0.6 0.1 0.6
H -0.59073 -2.10736 -0.86733 0.0 -0.1 0.3
H 0.28997 -0.91735 2.43180 -0.3 0.0 -0.1
H 1.52312 0.71391 -0.86583 -0.1 -0.5 0.0
H -1.79676 -0.26950 -2.40692 -0.7 -0.3 0.0
H 1.96225 -0.65772 1.81398 0.1 0.3 -0.5
H 0.44137 2.07652 -0.63177 -0.3 -0.1 0.0
H 0.40386 -2.41853 -1.89158 0.5 -0.2 0.1
H -1.10370 0.00255 -1.16717 0.1 0.0 0.4
H -1.62438 0.16563 1.38233 0.1 -0.4 0.7

Record 2
75
Properties=species:S:1:pos:R:3:forces:R:3 method="wB97M-V/def2-TZVPD" relative_energy_kcal_mol=29.3 e_lumo_ev=0.0077 orbital_gap_ha=0.40306
O -2.06069 -1.59208 4.73048 -2.0 -2.3 -2.1
O 1.76975 2.52526 2.29633 -0.3 0.5 0.5
O 0.03259 -1.67849 -3.01558 0.4 -0.1 0.0
O 0.70373 0.27069 3.60025 0.0 -0.3 -0.7
O -0.65870 -1.23555 1.86328 0.1 -0.1 0.5
O 2.85413 -1.32549 -3.52717 -0.2 -0.1 -0.6
O -2.16233 2.74639 0.50695 -0.1 -1.3 -0.6
O 0.38550 -2.80590 -0.24956 0.2 -0.1 -0.3
O -1.95922 -3.33369 -3.74635 -2.1 -1.0 1.3
O 4.23415 1.46580 1.96594 0.6 0.3 -0.8
O 1.39176 0.26904 -0.67850 0.1 -0.5 -0.8
O 2.05875 1.15503 -3.44053 0.1 0.5 0.6
O -4.66301 -1.16942 -1.27679 1.3 0.0 -2.0
O -4.13804 -0.05683 2.95744 -0.5 -0.7 -0.9
O 4.55773 0.63450 -0.96366 -1.7 0.8 0.4
O -2.92764 -0.04919 0.53189 1.7 0.9 1.9
O -1.70808 1.84782 3.34513 1.4 -0.6 0.0
O 2.69259 3.46081 -1.67772 -0.2 -0.1 0.5
O 3.20770 -2.43940 -0.68001 0.9 -1.5 -0.2
O -3.73204 -1.12794 -4.35966 -0.9 0.6 0.3
O 0.27778 3.78250 4.72391 -0.5 0.3 0.3
O 3.44991 -1.67132 2.34644 -1.8 0.8 0.4
O -1.89512 0.94493 -2.83130 0.6 1.0 1.6
O 0.16111 2.51330 -0.79583 -2.3 0.7 0.6
O -2.53764 -3.18556 -1.09651 -0.5 -0.7 -0.6
H 0.62360 3.38935 3.92918 0.7 -0.2 -0.8
H 3.07491 -1.85271 0.05354 -0.2 0.9 0.8
H 4.44816 1.60602 -1.05225 0.4 -0.5 -0.1
H 1.29850 2.25902 1.50310 0.2 0.2 -0.5
H -4.27841 -1.45053 -2.15420 -0.1 1.1 0.7
H -3.53530 -0.33762 -0.12636 -1.4 -0.6 -0.5
H -2.50914 2.90951 1.37715 0.0 0.6 0.8
H 1.96259 -1.69856 -3.55020 -0.4 -0.1 -0.1
H -0.63972 -2.31170 -3.29337 -0.1 -1.0 0.1
H -0.71062 2.86241 -0.38890 1.5 -0.5 -0.3
H 0.32546 -0.40383 2.97451 0.0 0.3 0.3
H 0.82901 1.06376 -0.61756 0.2 0.3 0.5
H -1.71841 -1.92148 3.86292 0.0 0.6 1.1
H 4.24825 0.88756 1.15121 0.4 1.1 0.9
H 1.25861 0.82090 3.01183 0.0 0.1 0.5
H 1.46223 1.19226 -4.17898 -0.3 0.0 -0.5
H 4.82736 2.24325 1.82590 -0.4 -1.3 -0.2
H -1.46909 -0.98592 5.08110 2.0 1.8 0.7
H -0.87484 1.28154 3.39330 -1.1 0.3 0.0
H 3.19946 -1.68250 -2.71571 0.6 -0.3 0.9
H -5.22643 -1.91627 -1.19448 -1.2 -1.0 1.0
H -2.89874 -1.55873 -4.17702 0.5 0.1 -0.1
H -3.69049 -0.60707 3.60364 0.4 0.0 0.6
H -2.22237 1.75634 0.53090 -0.1 0.5 -0.4
H -2.63601 -3.39346 -2.98316 1.7 0.7 -0.8
H -3.31302 -0.05700 1.46606 -0.4 -0.3 -1.3
H 3.28589 4.16336 -1.96096 -0.2 -0.2 -0.4
H -3.65771 -0.16555 -4.21719 0.4 -0.7 0.0
H 3.85741 -3.08239 -0.30522 -0.7 0.7 -0.6
H 1.31825 -3.08594 -0.24709 -0.2 0.1 0.1
H -1.20199 1.63225 -2.66527 -0.4 -0.6 -0.6
H 2.47770 0.26025 -3.45795 0.1 0.1 -0.2
H -1.71978 -3.55601 -0.75805 0.4 0.2 0.3
H -2.25546 0.95051 -1.91151 0.0 -0.4 -0.9
H -0.37151 -0.89414 -3.36924 -0.1 1.2 0.1
H 2.83136 -1.24810 3.00285 0.7 -0.5 -1.1
H 0.43034 3.10239 5.38030 0.0 -0.1 0.3
H 0.72322 3.26163 -0.99040 0.5 0.4 -0.1
H 2.69947 2.70890 2.06348 -0.6 -0.7 -0.1
H 3.58777 0.42487 -0.88721 0.8 -0.2 -0.2
H 2.46675 2.86138 -2.41064 0.4 0.0 -0.2
H -1.35056 -0.62917 1.54549 0.4 -0.5 -0.6
H 1.29194 0.16053 -1.64409 0.4 -0.3 0.4
H -0.14576 -1.62821 1.12226 -0.6 0.2 -0.1
H 4.18768 -1.89769 2.88835 1.0 -0.3 0.5
H -2.04628 -4.25581 -4.02585 0.5 0.2 -0.6
H 0.35623 -2.29244 -1.07735 -0.2 0.2 0.1
H -3.91694 0.84825 3.12734 0.4 0.8 0.6
H -2.72050 -2.37220 -0.63833 0.1 0.5 0.5
H -1.29774 2.69358 3.57526 -0.4 0.3 0.2

Record 3
14
Properties=species:S:1:pos:R:3:forces:R:3 method="wB97M-V/def2-TZVPD" relative_energy_kcal_mol=4.0 e_lumo_ev=0.8337 smiles="O=C1CC=CCN1" orbital_gap_ha=0.38041
O -0.49717 -2.42752 1.02734 0.1 0.3 -0.2
N -0.05106 -0.23954 1.34862 -0.1 -0.2 0.0
C 0.06571 0.30777 -1.39021 0.5 -0.1 0.0
C -0.09070 -1.11442 -0.94337 -0.2 0.0 0.1
C 0.24635 1.30775 -0.54096 -0.1 0.0 0.0
C 0.04151 1.15119 0.93917 0.0 0.1 -0.1
C -0.25608 -1.32930 0.55522 0.1 0.1 0.0
H -0.88484 1.68208 1.20858 0.2 0.0 0.0
H -0.13660 -0.43655 2.33717 0.0 0.0 -0.1
H 0.53618 2.29436 -0.89752 -0.2 -0.1 0.1
H 0.22380 0.43862 -2.45883 -0.1 0.2 0.1
H 0.85796 1.62970 1.49387 -0.1 0.0 -0.1
H -0.89589 -1.65272 -1.45537 0.1 0.1 0.1
H 0.84082 -1.61142 -1.22373 0.0 -0.3 0.0

Record 4
43
Properties=species:S:1:pos:R:3:forces:R:3 method="wB97M-V/def2-TZVPD" charge=-1 relative_energy_kcal_mol=0.0 e_lumo_ev=2.4511 orbital_gap_ha=0.30046
Pb -2.71881 -1.06244 -1.23840 -0.9 -0.3 0.2
Se -0.75242 -1.57493 -3.01524 0.5 -0.1 -0.3
S -1.18018 -1.03055 2.14773 -0.4 0.0 -0.3
F -7.04294 0.19059 -2.61636 0.1 0.0 0.0
F -5.61016 -1.47351 -1.90637 0.0 0.1 0.0
F -4.78343 0.61700 -2.34709 0.2 0.0 0.0
F -6.12162 0.28812 -0.50814 0.1 0.0 0.0
O -1.67575 -0.27566 3.26064 0.2 0.2 0.0
O -1.63573 -2.38697 1.99386 0.2 -0.1 -0.2
N 4.74424 -1.15265 2.25894 0.2 0.0 0.0
N 3.51952 0.18308 -2.11098 0.1 0.0 0.1
N -1.55058 -0.32205 0.71119 0.4 -0.3 0.5
N -1.36757 1.96174 1.37000 0.1 -0.1 0.1
N -2.20742 1.24971 -0.74077 0.2 -0.1 0.4
C 3.35917 -1.11158 2.22072 -0.4 0.0 0.0
C 2.09923 -1.60247 -2.84120 -0.1 0.1 0.0
C 2.63474 -2.19635 1.71701 0.1 0.1 0.0
C 0.95696 -0.87029 -2.52131 -0.3 -0.1 -0.2
C 1.13157 0.38894 -1.95982 0.1 0.0 0.0
C 1.25472 -2.17298 1.71104 0.0 0.0 0.1
C 3.33971 -1.03380 -2.62034 0.1 0.0 0.0
C -1.63972 3.20334 1.00546 0.0 -0.1 -0.1
C 2.66659 -0.01544 2.74153 0.1 0.0 0.0
C 0.58608 -1.07282 2.22588 -0.3 0.1 -0.2
C 1.28493 0.00799 2.73871 -0.1 0.0 0.1
C 2.42233 0.85973 -1.78046 0.0 0.0 0.0
C -1.68819 0.99472 0.49819 0.0 0.6 -0.1
C -2.18965 3.54866 -0.22413 0.0 0.0 0.0
C -2.46576 2.50118 -1.08337 0.0 0.0 -0.1
B -5.92808 -0.08912 -1.83965 -0.1 -0.2 0.0
H 0.67370 -3.00334 1.33204 0.1 0.0 -0.1
H 3.22204 0.82620 3.13958 0.0 0.0 0.0
H -1.40518 3.96086 1.74768 0.0 0.1 -0.1
H 2.58852 1.84814 -1.36370 -0.1 0.0 0.0
H 3.16767 -3.04867 1.31255 0.0 0.0 0.0
H 0.72824 0.84634 3.13803 0.0 0.0 0.0
H 0.28445 1.00546 -1.69612 0.0 0.0 0.0
H -2.90791 2.63792 -2.06300 0.0 0.0 0.0
H -2.39179 4.57386 -0.49238 0.0 0.0 0.0
H 2.00475 -2.58814 -3.27669 0.1 0.0 0.0
H 5.19154 -0.25156 2.26104 0.1 0.0 0.0
H 4.24605 -1.57685 -2.87641 -0.1 0.0 0.0
H 5.15611 -1.78140 1.59008 0.1 0.0 -0.1

Number 1: largest force on an atom 1.21 eV/A. Number 2: largest force on an atom 3.70 eV/A. Number 3: largest force on an atom 0.50 eV/A. Number 4: largest force on an atom 0.97 eV/A.